Record 1
CHNOS | the ωB97M-V functional and the def2-TZVPD basis

Values from the calculation:
ΔE to the lowest compared entry with this formula, charge and spin: 356.6 kJ/mol
HOMO-LUMO gap (spin up / spin down): 6.4381 / 7.6127 eV
Largest force on an atom: 3.68 eV Å⁻¹
E_tot: -566.69459 Eh

Geometry as XYZ:
```
5
Properties=species:S:1:pos:R:3:forces:R:3:lowdin_charge:R:1
C -1.644 -0.263 -0.056 3.038 2.084 0.090 -0.183
N -2.601 -0.868 -0.138 -2.421 -1.585 -0.180 -0.031
O 1.780 0.268 0.381 -0.002 0.639 -0.043 -0.561
S 0.951 1.493 -0.299 -0.331 -1.551 0.386 0.728
H 1.513 -0.629 0.113 -0.284 0.414 -0.253 0.047
```
Positions in Å, forces in eV/Å.



Record 2
C34H30BrF6N7O3PRhSTe | the ωB97M-V functional and the def2-TZVPD basis

Values from the calculation:
Net charge: -1
ΔE to the lowest compared entry with this formula, charge and spin: 0.0 kJ/mol
HOMO-LUMO gap (spin up / spin down): 6.6737 / 6.6579 eV
Spin multiplicity: 2
Largest force on an atom: 1.12 eV Å⁻¹
<S²>: 0.753
E_tot: -6214.37726 Eh

Geometry as XYZ:
```
85
Properties=species:S:1:pos:R:3:forces:R:3:lowdin_charge:R:1
Rh -0.655 -0.460 0.616 0.941 -0.552 -0.231 0.940
Br -1.961 11.243 -5.402 0.003 -0.008 0.005 0.695
C -1.816 9.551 -4.548 -0.007 -0.003 -0.013 -0.702
C -2.516 8.471 -5.057 -0.010 0.024 -0.008 -0.138
C -2.402 7.242 -4.428 0.021 -0.037 0.038 -0.030
C -1.604 7.089 -3.298 -0.040 0.191 -0.012 -0.253
C -0.899 8.189 -2.808 -0.005 -0.023 0.002 -0.025
C -1.005 9.420 -3.431 0.004 -0.006 0.010 -0.134
N -1.552 5.789 -2.735 0.015 -0.259 0.001 0.042
N -1.011 5.753 -1.608 0.092 0.243 -0.041 0.057
C -0.850 4.545 -0.955 -0.107 -0.175 0.050 -0.220
C -0.330 4.685 0.327 -0.005 0.023 -0.062 -0.017
C -0.112 3.625 1.188 -0.020 -0.007 0.037 -0.008
C -0.425 2.329 0.788 -0.023 -0.093 -0.071 -0.334
O -0.251 1.303 1.555 -0.087 0.123 -0.079 -0.285
C -0.962 2.146 -0.548 0.050 -0.032 0.095 -0.132
N -1.227 0.853 -0.898 -0.159 0.157 0.335 0.014
C -1.634 0.579 -2.113 -0.024 -0.003 -0.040 -0.090
C -1.830 1.586 -3.064 0.006 0.011 0.002 -0.026
C -1.610 2.892 -2.732 0.010 -0.020 0.037 0.006
C -1.161 3.222 -1.431 0.026 0.062 -0.009 -0.071
H -3.140 8.589 -5.932 0.001 0.000 0.000 0.096
H -2.936 6.379 -4.805 0.002 -0.004 0.003 0.109
H -0.269 8.061 -1.940 0.005 0.001 0.002 0.102
H -0.457 10.274 -3.057 0.000 0.001 -0.001 0.097
H -0.095 5.695 0.643 0.008 0.002 -0.011 0.110
H 0.311 3.776 2.172 -0.007 0.003 0.004 0.111
H -1.807 -0.459 -2.353 0.003 -0.011 0.000 0.106
H -2.144 1.311 -4.061 -0.003 0.000 0.002 0.108
H -1.755 3.679 -3.452 -0.003 0.007 -0.006 0.087
C -3.963 -0.018 2.108 0.025 0.035 -0.010 -0.011
C -2.965 -0.605 3.046 0.002 -0.070 0.027 -0.286
C -3.172 -0.776 4.413 -0.006 -0.003 -0.016 -0.004
C -2.133 -1.292 5.160 0.016 -0.018 0.023 -0.115
N -0.950 -1.628 4.639 0.125 -0.074 0.021 0.084
C -0.839 -1.429 3.342 -0.203 0.100 -0.224 -0.728
S 0.629 -1.747 2.370 -0.105 0.391 0.070 0.602
N -1.788 -0.956 2.531 -0.378 0.103 0.175 0.018
H -4.958 0.015 2.549 0.001 0.001 -0.003 0.078
H -3.957 -0.584 1.174 -0.006 -0.031 0.020 0.057
H -3.648 1.000 1.863 -0.010 0.007 0.013 0.094
H -4.113 -0.506 4.872 0.005 0.009 0.006 0.108
H -2.239 -1.441 6.230 -0.009 -0.010 0.001 0.108
C 6.790 -3.592 5.354 -0.016 0.004 -0.007 -0.056
C 5.635 -2.766 4.855 -0.005 -0.003 0.000 -0.271
C 4.676 -2.276 5.727 0.002 -0.006 0.008 -0.027
C 3.610 -1.499 5.280 -0.015 0.027 0.042 -0.316
C 2.592 -1.015 6.281 0.036 -0.056 -0.017 -0.097
C 3.514 -1.206 3.916 0.135 -0.011 -0.105 -0.485
Te 2.008 0.080 3.176 -0.047 -0.116 -0.122 1.217
C 4.461 -1.711 3.005 -0.044 0.014 0.008 -0.302
C 4.384 -1.460 1.521 0.036 0.037 0.039 -0.088
C 5.507 -2.482 3.502 -0.028 -0.031 -0.002 -0.020
H 6.695 -3.802 6.419 0.003 -0.002 -0.002 0.069
H 7.737 -3.072 5.195 0.001 -0.002 0.001 0.079
H 6.847 -4.543 4.822 0.007 -0.003 0.004 0.078
H 4.752 -2.503 6.786 -0.002 -0.003 -0.001 0.108
H 2.807 -1.428 7.266 0.005 0.002 0.008 0.070
H 1.588 -1.321 5.984 -0.031 0.050 0.014 0.050
H 2.597 0.073 6.358 -0.045 -0.005 -0.003 0.066
H 3.423 -1.738 1.090 -0.057 -0.048 -0.005 0.050
H 5.154 -2.029 1.001 0.013 0.012 -0.009 0.080
H 4.523 -0.404 1.285 -0.015 0.009 -0.023 0.077
H 6.240 -2.875 2.805 0.001 0.000 -0.002 0.116
F 1.458 -0.143 -0.793 0.122 0.168 0.016 -0.212
P 2.473 0.403 -1.964 -0.057 -0.101 -0.078 0.163
F 3.456 0.930 -3.126 0.006 0.012 -0.013 -0.158
F 3.561 -0.704 -1.524 0.000 -0.018 0.039 -0.157
F 1.803 -0.667 -2.993 -0.014 -0.001 0.002 -0.173
F 1.358 1.499 -2.397 -0.012 -0.006 0.009 -0.150
F 3.099 1.454 -0.912 0.014 0.013 0.032 -0.161
C 1.171 -4.230 -2.619 -0.003 -0.003 0.029 -0.018
N -0.047 -3.698 -2.029 0.005 0.034 -0.065 -0.053
C -1.271 -3.891 -2.583 -0.013 -0.046 0.020 -0.076
C -2.379 -3.337 -2.066 -0.011 0.019 -0.001 -0.013
C -2.254 -2.412 -0.948 0.088 -0.091 0.041 -0.548
O -3.232 -1.829 -0.473 -0.033 0.038 -0.035 -0.028
N -0.983 -2.174 -0.477 -0.215 0.056 -0.012 0.022
C 0.110 -2.894 -0.891 0.075 -0.020 0.032 -0.525
O 1.198 -2.874 -0.343 -0.043 0.025 0.034 -0.011
H 0.900 -4.872 -3.455 -0.004 0.017 -0.010 0.082
H 1.725 -4.802 -1.877 0.002 -0.015 -0.006 0.089
H 1.804 -3.411 -2.962 0.009 -0.003 0.009 0.093
H -1.294 -4.536 -3.452 0.004 0.000 -0.002 0.120
H -3.357 -3.513 -2.486 0.003 -0.001 -0.006 0.100
```
Positions in Å, forces in eV/Å.



Record 3
C5H12NO | the ωB97M-V functional and the def2-TZVPD basis

Values from the calculation:
Net charge: +1
ΔE to the lowest compared entry with this formula, charge and spin: 407.1 kJ/mol
HOMO-LUMO gap: 7.4025 eV
Largest force on an atom: 4.83 eV Å⁻¹
E_tot: -327.30452 Eh

Geometry as XYZ:
```
19
Properties=species:S:1:pos:R:3:forces:R:3:lowdin_charge:R:1
C -0.653 2.097 0.731 -1.085 0.261 -0.115 -0.246
O 0.231 1.709 1.745 0.748 0.782 -0.107 -0.049
C -0.441 1.411 -0.655 -0.193 0.104 0.270 -0.137
C 0.628 0.309 -0.677 -0.666 -0.537 -0.095 -0.106
C 0.141 -1.001 -0.079 4.379 0.188 -2.029 -0.418
C 0.767 -2.269 -0.547 0.719 -1.471 -0.545 0.014
N -0.548 -0.991 1.016 -2.792 -0.148 -0.118 0.321
H -1.705 2.004 1.040 0.186 -0.553 0.044 0.119
H -0.599 3.187 0.631 0.657 -0.259 -0.059 0.128
H 0.168 0.785 1.963 -0.499 -0.277 0.184 0.048
H -0.206 2.178 -1.390 0.213 -0.145 -0.076 0.120
H -1.398 0.975 -0.986 0.155 0.113 -0.003 0.114
H 0.944 0.039 -1.687 0.108 0.387 0.045 0.135
H 1.509 0.574 -0.074 -0.078 0.035 -0.135 0.155
H 1.859 -2.154 -0.513 -0.121 0.118 0.467 0.129
H 0.458 -3.162 0.009 0.159 0.358 0.418 0.105
H -1.082 -1.112 -0.253 -1.308 0.418 1.633 0.309
H 0.663 -2.626 -1.574 -0.568 0.889 -0.302 0.117
H -0.736 -1.953 1.301 -0.016 -0.262 0.524 0.142
```
Positions in Å, forces in eV/Å.



Record 4
C3H8N2O3S | the ωB97M-V functional and the def2-TZVPD basis

Values from the calculation:
ΔE to the lowest compared entry with this formula, charge and spin: 234.9 kJ/mol
HOMO-LUMO gap: 10.2414 eV
SMILES: N[C@H]1CN[C@@H]1S(=O)(=O)O
Largest force on an atom: 3.02 eV Å⁻¹
E_tot: -852.46178 Eh

Geometry as XYZ:
```
17
Properties=species:S:1:pos:R:3:forces:R:3:lowdin_charge:R:1
N -1.800 0.546 -1.540 1.806 -2.259 -0.305 0.061
C -0.764 0.698 -0.563 1.977 1.084 -0.409 -0.331
C -1.180 0.671 0.910 -1.950 -1.384 -0.121 -0.131
N -0.776 -0.744 0.973 0.815 -1.065 0.070 -0.008
C 0.093 -0.580 -0.142 -0.068 0.791 -2.910 -0.320
S 1.882 -0.167 0.087 -0.515 -1.509 1.745 0.627
O 2.236 0.768 -0.897 0.525 1.110 -1.225 -0.254
O 2.133 0.051 1.484 -0.050 0.324 0.152 -0.299
O 2.675 -1.546 -0.249 -0.305 0.219 0.090 -0.176
H -2.406 1.303 -1.530 -1.348 1.481 0.020 0.052
H -2.271 -0.327 -1.425 -0.698 -0.357 0.055 0.074
H -0.107 1.490 -1.011 -0.537 -0.255 1.262 0.143
H -0.566 1.234 1.536 0.639 1.476 1.152 0.092
H -2.277 0.696 1.099 0.769 0.789 0.002 0.126
H -0.331 -1.113 1.804 -0.174 0.163 0.182 0.115
H 0.162 -1.234 -1.020 -0.310 -0.877 0.570 0.129
H 3.295 -1.746 0.484 -0.575 0.269 -0.330 0.100
```
Positions in Å, forces in eV/Å.